# C7H37BO24Y

C7H37BO24Y as an isolated structure (the ωB97M-V functional and the def2-TZVPD basis, the Open Molecules 2025 dataset).

The value obtained for the largest force on an atom is 6.3 eV/A. The HOMO-LUMO gap is 5.11 eV. The total charge is +1. For the HOMO energy, the calculation gives -10.95 eV.

```
70
Properties=species:S:1:pos:R:3:forces:R:3:mulliken_charge:R:1
Y -10.845780 15.154140 11.555980 -5.0 -0.1 -3.9 1.149
O -18.810370 18.705620 8.435500 1.9 -2.6 -0.7 -0.585
C -18.050580 17.767690 8.216360 -1.6 1.5 0.7 0.221
O -18.382740 16.492780 7.942780 0.0 0.5 -0.5 -0.539
B -17.198220 15.717770 7.648730 0.0 0.1 0.5 1.290
O -16.038680 16.601380 8.033960 0.1 -1.1 -0.4 0.176
C -16.504180 17.785170 8.339610 -0.7 2.2 0.5 0.615
O -15.901150 18.750140 8.739990 0.2 -1.1 -0.3 -0.623
O -17.066190 15.242720 6.230370 -0.3 3.1 0.7 -0.593
C -16.867230 14.002840 6.172020 0.3 -4.6 -1.8 0.637
O -16.789950 13.300530 5.152810 0.2 1.6 2.6 -0.680
C -16.887550 13.439020 7.669090 -1.4 -2.7 -0.2 0.605
O -17.197200 14.462220 8.468060 1.0 -1.0 -0.9 -0.534
O -16.880440 12.210850 7.932220 0.5 4.0 -0.3 -0.767
C -13.364170 14.864320 7.561030 0.3 0.2 -0.4 -1.161
C -13.446140 14.432600 8.997930 -0.8 0.9 0.9 1.678
C -13.400970 12.918900 9.106410 0.5 0.1 -0.6 -1.647
O -12.497320 15.112620 9.799050 2.8 -0.1 2.4 1.058
H -12.501620 14.359240 7.126280 0.0 0.1 -0.5 0.053
H -13.292940 15.937510 7.384170 0.3 0.1 0.5 0.286
H -14.312290 14.654240 7.066020 0.1 -0.6 -0.2 -0.077
H -14.401420 14.843660 9.324400 -0.5 -0.4 0.3 -0.253
H -13.740390 12.469160 10.039480 -0.1 0.2 0.1 0.127
H -12.370700 12.617420 8.917340 0.2 -0.2 0.1 0.300
H -13.961050 12.486940 8.277060 -0.3 -0.1 0.3 0.421
O -9.259810 14.986120 6.982880 0.3 0.3 1.4 -0.677
H -8.751860 14.196640 7.169790 0.3 -0.2 -0.2 0.303
H -9.796130 14.752650 6.225200 -0.5 -0.3 -0.8 0.377
O -12.689710 12.084020 5.944490 0.6 0.0 -0.1 -0.666
H -13.292180 11.513860 5.466800 -0.2 -0.3 -0.2 0.330
H -13.207680 12.862400 6.149580 -0.4 0.3 0.1 0.364
O -16.740840 15.235580 11.725590 0.0 0.2 0.0 -0.634
H -16.118660 14.552230 11.476260 0.0 -0.5 -0.3 0.284
H -16.880550 15.102450 12.663130 -0.3 -0.1 0.3 0.269
O -12.531130 13.713350 12.456680 1.0 0.2 0.3 -0.426
H -13.198310 13.462200 11.817910 -0.5 -0.1 -0.8 0.108
H -12.842190 13.347920 13.284880 0.0 0.0 0.4 0.238
O -10.937140 14.134440 4.807720 0.5 0.2 0.2 -0.571
H -10.422210 14.017540 4.009340 0.2 0.1 -0.4 0.229
H -11.322080 13.273810 4.973190 -0.6 -0.7 0.3 0.298
O -16.436350 10.265420 9.845390 0.3 -0.6 1.0 -0.686
H -15.509980 10.457770 9.700200 0.1 0.1 -0.3 0.273
H -16.901880 10.925810 9.332160 -0.2 0.5 -0.5 0.474
O -9.605060 15.632490 9.666320 0.5 0.2 1.8 -0.470
H -8.901910 16.275640 9.575990 0.4 0.4 -0.2 0.294
H -9.813040 15.376490 8.767740 -0.6 -0.3 -1.6 0.310
O -12.117440 18.074190 9.570740 0.6 0.1 0.6 -0.729
H -11.682520 18.364820 8.769110 -0.1 0.3 -0.3 0.320
H -12.495320 17.224420 9.344210 -0.3 -0.6 -0.1 0.103
O -15.154990 11.967720 12.618590 0.6 0.6 0.0 -0.546
H -15.438620 11.106060 12.313110 -0.4 -0.3 -0.4 0.297
H -14.827750 11.812480 13.504620 -0.2 -0.2 0.4 0.275
O -15.039690 17.270090 11.285310 1.4 0.1 0.6 -0.760
H -15.721210 16.636320 11.509130 -0.8 -0.5 0.2 0.538
H -15.027430 17.281380 10.328260 0.1 0.5 -0.6 0.135
O -10.251510 13.074600 10.643010 1.0 1.7 0.5 -0.419
H -10.572920 12.174370 10.693240 -1.1 -1.3 0.5 0.389
H -9.679630 13.082760 9.875470 0.2 0.3 -0.3 0.237
O -12.580200 16.644530 12.337970 2.7 -0.8 1.0 -0.546
H -13.468050 16.731720 11.991060 -2.1 0.3 -1.4 0.303
H -12.515810 17.326340 13.006710 0.0 0.4 0.2 0.295
O -11.149510 16.840860 5.198720 0.2 0.6 0.3 -0.697
H -11.150380 15.925410 5.478330 -0.3 -0.2 -0.2 0.329
H -11.238470 16.801030 4.246500 0.0 -0.1 -0.3 0.281
O -11.159060 10.645690 10.585550 0.2 0.3 -0.1 -0.562
H -11.548140 9.926260 11.082820 -0.3 -0.2 0.3 0.270
H -10.357650 10.275670 10.215330 0.2 -0.5 -0.3 0.287
O -13.869150 17.852990 5.345590 -0.4 0.3 0.1 -0.621
H -12.929800 17.816760 5.165170 0.3 -0.1 0.1 0.354
H -14.131720 16.936930 5.435730 -0.2 -0.2 0.0 0.285
```
Forces are in eV/Å.


# C5H7NO

C5H7NO as an isolated structure (the ωB97M-V functional and the def2-TZVPD basis, the Open Molecules 2025 dataset).

The value obtained for the largest force on an atom is 0.4 eV/A. The HOMO-LUMO gap is 9.92 eV. The total charge is 0. For the HOMO energy, the calculation gives -9.17 eV.

```
14
Properties=species:S:1:pos:R:3:forces:R:3:mulliken_charge:R:1
O 2.689139 0.280814 -0.144022 -0.3 0.1 -0.3 -0.459
C 1.659720 0.542466 -0.721276 0.2 -0.1 0.2 -0.345
C 0.327631 0.105576 -0.186994 0.3 0.0 0.0 0.436
C -0.917274 -0.511043 -0.854482 -0.2 -0.1 -0.4 -0.343
N -1.342516 -0.441865 0.604412 -0.2 -0.1 0.1 -0.477
C -0.712715 0.941310 0.589710 -0.1 0.4 0.1 -0.352
C 0.068578 -0.933510 0.908502 0.2 -0.3 0.3 -0.324
H 1.675432 1.140131 -1.657741 -0.1 -0.1 0.1 0.323
H -1.528152 0.111540 -1.516407 0.1 0.0 0.1 0.262
H -0.835367 -1.535246 -1.232660 0.0 0.2 0.0 0.259
H -1.298440 1.688764 0.045020 0.1 -0.1 0.0 0.258
H -0.420962 1.302195 1.580993 0.0 -0.1 -0.2 0.265
H 0.406279 -0.703388 1.922704 0.0 0.0 -0.2 0.248
H 0.228645 -1.987740 0.662239 0.0 0.2 0.0 0.248
```
Forces are in eV/Å.